1.
ORCA calculation (the ωB97M-V functional and the def2-TZVPD basis) on the molecule C6HN3 at a distorted geometry.

Total charge: 0
LUMO (alpha / beta), eV: 0.34 / -4.85
2S+1: 3
Strongest force on any atom, eV/Å: 7.094
Kohn-Sham gap (alpha / beta), eV: 8.756 / 7.234
Molecular weight, g/mol: 115.09
HOMO energy (alpha / beta), eV: -8.42 / -12.08
E_tot, eV: -10701.2211

Structure (XYZ):
```
10
Properties=species:S:1:pos:R:3:mulliken_charge:R:1
C 0.33785 -2.49763 -0.97494 0.37
C -0.28973 -1.11142 2.44524 0.37
C 1.69452 0.62710 0.04365 0.30
C 0.25127 -1.45100 -0.08859 0.01
C 0.03542 -0.96146 1.11821 0.01
C 0.38938 0.05322 0.04832 -0.31
N 0.41111 -3.35532 -1.73525 -0.38
N -0.57593 -1.22052 3.55212 -0.38
N 2.74411 1.08098 0.03897 -0.32
H -0.38859 0.69973 -0.35106 0.34
```

2.
ORCA calculation (the ωB97M-V functional and the def2-TZVPD basis) on a structure of composition C22H23BaN11P.

Total charge: +1
LUMO, eV: -3.52
Strongest force on any atom, eV/Å: 0.866
Kohn-Sham gap, eV: 7.373
Molecular weight, g/mol: 609.80
HOMO energy, eV: -10.89
E_tot, eV: -49556.4147

Structure (XYZ):
```
58
Properties=species:S:1:pos:R:3:mulliken_charge:R:1
Ba 1.61117 -0.50018 0.12056 1.83
N 1.22445 4.47803 0.01394 0.21
C 1.03387 3.26439 0.50799 -0.46
N 0.65883 2.21053 -0.16621 -0.52
C 0.45060 2.37731 -1.52875 0.47
N 0.00133 1.44984 -2.31825 -0.78
N -0.08799 0.19917 -1.75768 0.03
C -1.02838 -0.55053 -2.17354 -0.56
C -1.13580 -1.95446 -1.72804 0.81
C -2.13677 -2.74906 -2.27392 -0.72
C -2.23518 -4.07565 -1.88115 -0.28
C -1.33506 -4.56418 -0.95219 -0.67
C -0.37223 -3.70052 -0.44787 -0.24
N -0.26410 -2.43022 -0.82143 -0.09
C 0.71249 3.67314 -2.16004 0.86
C 0.61984 3.88285 -3.54053 -0.51
C 0.89163 5.12640 -4.06205 -0.75
C 1.26058 6.18316 -3.22452 -0.45
C 1.36705 5.99825 -1.86557 -0.76
C 1.09215 4.73724 -1.34625 0.01
H 1.59576 5.19752 0.61581 0.32
H 1.21773 3.16109 1.57214 0.46
H -1.77722 -0.17714 -2.86960 0.34
H -2.82115 -2.33267 -2.99933 0.36
H -3.00125 -4.71520 -2.29713 0.44
H -1.37060 -5.59047 -0.61722 0.39
H 0.34276 -4.06046 0.28342 0.42
H 0.33705 3.05725 -4.17578 0.47
H 0.82711 5.28933 -5.12832 0.42
H 1.48134 7.15192 -3.65002 0.42
H 1.69243 6.79732 -1.21496 0.39
C 2.03542 0.15223 6.53113 -0.94
N 0.76725 0.48175 5.88190 0.14
C -0.16085 -0.62887 6.07791 -0.96
N 0.35442 -1.91434 5.61146 0.11
C 1.63535 -2.17122 6.26778 -0.93
N 2.61532 -1.10663 6.07243 0.13
C 3.05780 -1.02413 4.68822 -0.92
P 1.66406 -0.65081 3.51746 0.37
C 0.95545 0.78070 4.46981 -0.78
C 0.48836 -1.94113 4.16251 -0.75
H 1.85370 0.07013 7.60407 0.30
H 2.74822 0.96164 6.36323 0.39
H -1.09960 -0.40944 5.56471 0.39
H -0.36556 -0.71487 7.14629 0.29
H 2.04658 -3.11359 5.90035 0.39
H 1.45191 -2.27058 7.33904 0.30
H 3.53060 -1.96710 4.40002 0.41
H 3.82057 -0.24616 4.59518 0.40
H -0.00222 1.07572 4.02916 0.39
H 1.63207 1.63588 4.37344 0.45
H 0.84455 -2.93030 3.85674 0.43
H -0.49647 -1.80155 3.70505 0.43
N 3.65609 0.64442 -0.68932 -0.88
C 4.04935 1.57701 -1.28152 0.63
N 4.44854 2.56014 -2.01103 -0.65
C 4.28808 3.69736 -1.32653 0.57
N 4.13721 4.69195 -0.75481 -0.55
```

3.
ORCA calculation (the ωB97M-V functional and the def2-TZVPD basis) on the molecule C4H10N2 at a distorted geometry.

Energy above the lowest of the compared OMol25 structures with the same formula, charge and spin, kJ/mol: 186.6
Total charge: 0
SMILES: C/C=C(\C)NN
LUMO, eV: 1.18
Strongest force on any atom, eV/Å: 2.408
Kohn-Sham gap, eV: 9.022
Molecular weight, g/mol: 86.14
HOMO energy, eV: -7.84
E_tot, eV: -7288.6854

Structure (XYZ):
```
16
Properties=species:S:1:pos:R:3:mulliken_charge:R:1
C -1.80074 1.16051 0.19041 -1.18
C -0.76188 0.30763 -0.46919 -0.24
C 0.20634 -0.36959 0.16052 0.35
C 0.37926 -0.42275 1.65378 -1.20
N 1.27462 -0.97934 -0.51037 -0.25
N 1.43525 -0.47709 -1.93219 -0.62
H -2.77879 0.65940 0.15249 0.27
H -1.55685 1.37014 1.23760 0.31
H -1.89623 2.11023 -0.34647 0.33
H -0.83540 0.23148 -1.54601 0.51
H 0.87618 0.47973 2.00966 0.25
H -0.57819 -0.50922 2.16162 0.34
H 0.99696 -1.27581 1.92118 0.38
H 1.14779 -1.96954 -0.59357 0.27
H 1.56217 0.52306 -1.81954 0.23
H 2.32949 -0.83884 -2.26991 0.27
```